C9H19NP | ωB97M-V/def2-TZVPD

Computed properties:
* HOMO level (spin up / spin down): -12.3741 / -13.3844 eV
* total charge: +1
* <S²>: 2.01
* multiplicity: 3

XYZ file:
```
30
Properties=species:S:1:pos:R:3:forces:R:3
C 0.296579 2.523416 -2.148250 -0.253 0.295 -0.144
C 0.413346 1.271094 -3.061957 -0.328 -0.051 -0.390
C -1.506999 1.407765 -0.810321 0.242 -0.271 0.328
C -1.429074 0.184001 -1.745995 0.159 -0.213 0.336
C -0.041871 1.874262 -0.780018 0.204 1.442 -0.625
C 0.073704 0.125145 -2.065389 0.351 0.279 -1.675
C 0.085345 0.029556 2.935052 -0.004 0.206 -0.552
C 2.218655 -1.490808 1.658436 -0.212 0.253 -0.441
C -0.534919 -2.474942 1.573585 0.026 0.334 -0.363
N 0.744313 0.707950 -0.964905 -0.278 -1.790 2.611
P 0.487248 -0.960626 1.451442 0.340 -0.714 1.232
H 1.237667 3.065808 -2.096039 -0.024 0.033 -0.014
H -0.488800 3.209481 -2.456111 0.029 0.097 -0.079
H -0.284390 1.274157 -3.896166 0.045 0.068 -0.113
H 1.424029 1.152339 -3.444687 -0.016 0.003 -0.053
H -2.175459 2.182085 -1.174454 0.025 0.116 0.075
H -1.822938 1.121653 0.194181 -0.169 0.019 -0.009
H -1.740788 -0.729454 -1.238951 -0.135 -0.009 -0.026
H -2.030249 0.296832 -2.644347 0.055 -0.083 -0.067
H 0.252830 2.470941 0.079909 -0.049 0.003 0.015
H 0.463461 -0.844072 -2.362581 -0.024 -0.049 0.018
H -0.972575 0.284952 2.953064 -0.022 -0.019 -0.043
H 0.669155 0.949412 2.933680 0.016 -0.010 0.010
H 0.329955 -0.547764 3.828592 0.053 -0.122 -0.060
H 2.499044 -2.171844 0.856645 -0.021 -0.001 -0.026
H 2.339817 -1.995589 2.618364 -0.149 0.013 0.047
H 2.872786 -0.622368 1.619303 0.006 0.042 -0.003
H -0.228750 -3.030979 2.462837 0.083 0.076 0.031
H -0.394572 -3.103870 0.695773 0.034 0.000 -0.004
H -1.589927 -2.218325 1.658345 0.017 0.054 -0.015
```
Forces are in eV/Å.

C9H19NSSi | ωB97M-V/def2-TZVPD

Computed properties:
* HOMO level: -7.8262 eV
* energy relative to the best compared isomer or geometry (same formula, charge and spin): 142.2 kJ/mol
* total charge: 0

XYZ file:
```
31
Properties=species:S:1:pos:R:3:forces:R:3
C -2.022718 -0.992855 -0.007781 2.144 1.367 0.218
C -3.326640 -0.556072 -0.398655 -3.732 0.817 -0.868
C -1.506362 -0.049256 1.082843 0.189 1.642 -1.147
C -3.611380 0.864241 0.283338 1.195 -1.868 -2.369
C -2.787069 0.794959 1.485298 0.339 -3.636 3.924
C 4.399685 -0.117344 -0.317275 -3.389 -0.731 -1.426
C 1.693621 0.397883 -1.804781 0.852 -0.463 0.108
C 2.123558 1.542044 1.052677 -1.578 0.898 -2.189
C -0.206700 -2.435881 -0.669506 2.439 1.381 -0.585
N -1.334589 -1.786459 -0.707487 -0.361 -1.041 1.274
Si 2.450568 -0.006363 0.014794 1.042 1.696 -1.078
S 1.740325 -1.659877 0.968757 -1.342 -1.307 -0.263
H -3.363861 -0.492472 -1.520458 -0.455 -0.390 1.071
H -4.154247 -1.228844 0.038930 1.300 0.558 -0.978
H -0.961243 -0.605960 1.809288 0.301 -0.098 0.907
H -0.719892 0.722396 0.632318 -1.540 -1.852 0.574
H -3.164061 1.624504 -0.372826 -0.628 0.039 0.042
H -4.663154 0.913051 0.388296 -0.913 0.748 0.225
H -3.305156 0.347072 2.508635 0.945 0.583 -2.814
H -2.477420 1.701361 1.845254 0.805 2.506 0.679
H 4.289439 0.152533 -1.365567 0.685 0.383 -0.355
H 5.253072 0.314204 0.101976 0.858 0.901 1.036
H 4.483066 -1.180986 -0.380430 0.544 -0.925 0.202
H 1.879113 -0.335743 -2.649241 0.039 0.715 1.062
H 0.633730 0.560678 -1.780193 -0.967 -0.347 0.336
H 2.004523 1.398481 -2.149608 0.557 -0.368 0.136
H 2.596864 2.369070 0.461805 0.058 -0.439 0.968
H 1.028302 1.857917 1.085321 1.233 -0.606 0.182
H 2.495696 1.376460 2.036174 0.427 0.285 0.756
H 0.024362 -3.406655 -0.244611 -0.753 0.062 0.137
H 0.508576 -2.082096 -1.427282 -0.295 -0.510 0.234
```
Forces are in eV/Å.

total charge of number 1 (C9H19NP)?
+1